23
Properties=species:S:1:pos:R:3:forces:R:3:lowdin_charge:R:1 method="wB97M-V/def2-TZVPD" max_force_ha_per_bohr=0.098 homo_energy_ha=-0.473 charge=+1 gap_ev=8.97
C -1.403873 1.224225 0.851122 -0.9 0.8 -2.0 -0.056
C -1.749881 0.079791 -0.122698 1.3 -0.5 2.0 -0.151
C -0.433823 -0.175762 -0.857039 -0.1 -1.6 -1.3 -0.269
N -0.125444 1.059306 -1.575803 -0.9 0.3 -1.1 0.107
C 0.942523 1.771468 -1.371466 -1.5 1.5 0.1 -0.073
N 1.832131 1.368462 -0.512295 4.1 2.1 0.9 0.083
C 1.764104 0.231654 0.248042 -3.3 -3.8 -0.3 -0.019
C 0.693984 -0.596713 0.075281 0.6 1.0 -0.5 -0.010
B 0.503725 -2.027276 0.721841 0.6 1.3 0.2 -0.731
O 0.997509 -2.284860 1.928057 1.1 2.2 0.2 0.252
O -0.137082 -2.893508 -0.045251 -0.6 -3.4 0.5 0.209
H -0.375248 1.179932 1.113238 0.8 -0.2 0.5 0.051
H -1.976571 1.129036 1.738511 -0.7 0.6 0.7 0.077
H -1.505355 2.175609 0.274636 -0.4 -0.4 1.1 0.097
H -2.508463 0.279012 -0.829318 -1.0 0.6 -0.7 0.101
H -2.145071 -0.755269 0.495535 0.7 0.0 -0.7 0.138
H -0.569161 -0.807883 -1.770330 0.0 -0.8 1.4 0.170
H -0.888160 1.164230 -2.291044 1.6 1.2 0.8 0.209
H 1.008397 2.843659 -1.642817 0.1 -1.0 -0.8 0.187
H 2.736926 1.913775 -0.430508 -1.8 -0.6 -0.2 0.211
H 2.448743 -0.148600 0.967086 1.3 0.8 0.2 0.138
H 0.976967 -2.957010 2.565259 -0.3 -1.6 0.8 0.102
H -0.086875 -3.773279 0.469963 -0.5 1.6 -1.6 0.179